Entry 1:
A structure of composition C31H46P2Ti at a distorted geometry, computed with ωB97M-V/def2-TZVPD.

As for the spin multiplicity: 2. Its expectation value of S² is 0.76. Its charge is +1. The calculation puts the energy relative to the best compared isomer or geometry (same formula, charge and spin) at 10.64 kJ/mol. The calculation puts the largest force on an atom at 0.0683 Eh/bohr.

```
80
Properties=species:S:1:pos:R:3:forces:R:3
Ti 0.1622 0.5647 -0.1163 -2.6 -2.3 0.2
P 1.3670 6.0143 -0.6604 0.7 1.2 -0.2
P 3.7281 4.5808 0.6632 0.2 -0.2 -0.1
C -1.8389 -0.9074 -0.4914 0.7 0.4 0.9
C -2.9491 1.3627 0.1162 -0.5 0.3 -0.1
C 5.4760 4.2777 0.2862 0.3 0.4 0.2
C 1.4607 7.1760 -2.0937 -0.2 -0.1 -0.2
C 1.2466 7.3781 0.5882 -0.2 -0.1 0.1
C 3.2200 5.7588 -0.6242 0.3 0.5 0.2
C 0.1268 2.7545 0.5805 0.1 0.6 -1.6
C -0.6074 -1.2953 1.4360 -0.7 1.1 -0.5
C 1.4660 -3.0750 -3.8169 -0.5 0.5 -0.1
C 0.6593 -0.9652 -2.8676 0.3 2.5 2.5
C -2.4666 -1.1065 -1.8209 -0.1 -0.1 -0.4
C 2.0235 0.4628 1.3203 2.0 -0.1 -0.9
C 1.1790 2.8962 1.6335 0.6 0.4 0.6
C -2.0376 0.2201 0.3778 0.9 -1.0 0.7
C 1.3413 -4.0702 -4.7831 0.0 0.2 -0.1
C -0.4444 -3.0765 -0.4516 0.1 -0.4 -0.3
C 0.6367 -1.9198 -3.8825 0.1 -1.5 -1.6
C 1.7942 1.6179 2.2509 -0.7 0.6 0.5
C 2.4771 0.5699 0.0150 0.9 -0.6 1.7
C 3.7550 5.4633 2.2518 0.5 0.4 0.1
C 2.8453 1.8642 -0.6484 0.3 0.4 -0.3
C -0.2615 -1.7717 -4.9693 0.3 -0.1 0.5
C -0.3728 -2.7802 -5.9212 0.2 -0.1 0.0
C 0.1711 -2.0064 2.4793 0.3 -0.3 0.3
C 0.3831 2.7006 -0.8015 -0.7 0.9 1.0
C -1.2942 -0.0400 1.6005 -0.3 -0.3 -1.0
C 1.7331 2.5816 -1.4598 0.6 -0.2 -0.5
C 0.6179 -0.1445 -1.9285 0.1 -1.7 -2.5
C 0.4314 -3.9269 -5.8393 -0.1 0.3 0.3
C -0.9481 -1.8198 0.1515 0.0 1.3 -0.1
C -1.4290 0.7353 2.8586 -0.2 0.3 0.6
H -1.0889 -2.6679 -6.7359 0.2 -0.1 0.2
H 1.9629 -4.9640 -4.7128 -0.2 0.3 -0.1
H 0.4682 7.6133 -2.2589 0.3 0.0 -0.1
H 2.7864 5.9100 2.4972 0.2 -0.1 -0.1
H 3.5155 5.3670 -1.6172 -0.1 0.0 0.5
H 4.0063 4.7383 3.0398 0.0 0.2 -0.2
H 1.6350 2.0476 -2.4226 -0.2 0.3 0.5
H 1.7732 6.6156 -2.9848 -0.2 0.2 0.1
H -0.6437 0.4831 3.5798 -0.2 0.0 -0.1
H -0.8642 -0.8571 -5.0264 0.2 -0.5 0.0
H 2.7433 1.9164 2.7341 -0.1 -0.3 -0.2
H 0.1917 -3.6271 0.2458 -0.1 0.0 -0.1
H -2.8944 -2.1143 -1.9096 0.0 0.2 0.1
H 1.1348 1.2972 3.0741 0.4 0.0 -0.3
H 2.1862 -3.1621 -2.9957 -0.3 0.0 -0.3
H 2.0634 8.1017 0.4567 -0.2 -0.2 0.1
H 0.3402 -4.7075 -6.5954 0.0 0.2 0.2
H -2.6857 2.2397 0.7138 -0.2 -0.2 -0.1
H -0.4144 3.0466 -1.4741 0.2 -0.4 0.3
H 2.7554 -0.3485 -0.5243 -0.2 0.4 0.5
H -0.8625 3.1083 0.8918 0.2 -0.4 -0.4
H 2.1206 -0.5078 1.8169 -0.4 0.2 -0.4
H 1.2447 6.9926 1.6101 -0.1 0.2 -0.1
H 0.1403 -2.8631 -1.3567 -0.2 -0.1 0.2
H -3.2517 -0.3684 -1.9944 0.0 -0.2 0.0
H 0.9655 -2.6103 2.0239 -0.1 0.1 0.2
H -0.4709 -2.6881 3.0597 0.2 0.2 -0.2
H -2.9185 1.6551 -0.9417 -0.1 0.0 0.2
H 3.7558 6.7149 -0.4683 -0.3 -0.1 -0.3
H 4.5279 6.2408 2.2249 -0.2 0.0 0.3
H 5.5640 3.9539 -0.7603 0.1 0.0 0.3
H 3.6757 1.6737 -1.3524 -0.4 -0.2 0.2
H -1.2788 -3.7269 -0.7499 0.2 0.1 0.1
H -1.3814 1.8168 2.6817 0.0 -0.2 0.1
H 2.0969 3.5936 -1.7306 -0.2 -0.4 0.3
H 0.7711 3.5057 2.4613 0.0 -0.4 -0.3
H 5.8479 3.4872 0.9522 0.0 0.2 -0.2
H -3.9868 1.0929 0.3573 0.2 0.1 -0.1
H -2.3969 0.5370 3.3495 0.3 0.0 -0.2
H -1.7185 -0.9999 -2.6117 -0.3 -0.1 0.1
H 3.2713 2.5744 0.1056 -0.6 -0.8 -0.5
H 2.1882 7.9779 -1.8951 -0.2 -0.2 -0.1
H 6.0479 5.2012 0.4422 0.2 -0.3 -0.1
H 2.0088 3.5215 1.2215 -0.8 -0.6 0.2
H 0.2917 7.8916 0.4096 0.2 -0.1 0.1
H 0.6289 -1.3077 3.1880 -0.1 -0.2 -0.1
```
Forces are in eV/Å.

=====

Entry 2:
A structure of composition C31H47Br33Cl2O10S3 at a distorted geometry, computed with ωB97M-V/def2-TZVPD.

As for the energy: -89019.08814 hartree. The calculation puts the largest force on an atom at 0.0406 Eh/bohr.

```
126
Properties=species:S:1:pos:R:3:forces:R:3
Br 3.6740 -5.8504 7.2336 0.2 0.0 0.1
Br -4.9177 9.1779 0.9666 0.0 0.0 -0.1
Br 5.6907 10.1141 -0.7971 0.0 0.0 0.0
Br 6.2792 0.6269 -5.6422 0.0 0.0 0.0
Br -2.2316 -4.0834 -2.5192 0.1 -0.3 0.4
Br -7.9376 -2.6017 7.8488 0.0 0.0 0.0
Br -0.3735 -4.5612 0.0194 -0.1 -0.1 0.1
Br -4.3548 5.1529 1.0072 0.0 0.0 0.0
Br -2.8913 -6.4407 -0.4800 0.0 0.0 0.0
Br -0.0801 -8.2047 3.3847 0.0 0.0 0.0
Br 0.3210 3.8301 -5.8884 0.2 0.3 0.0
Br -2.0352 5.0053 3.1786 0.0 0.0 0.0
Br 3.3009 2.8098 -6.5160 -0.2 -0.1 0.1
Br -1.1489 -8.9581 7.9646 0.0 0.0 0.0
Br -4.6447 3.2168 3.5134 -0.1 0.1 0.0
Br 5.4791 0.8859 3.9108 0.0 0.0 0.0
Br -0.3093 -6.4708 9.7696 0.0 0.0 0.0
Br 3.6900 -1.1584 -5.1154 0.0 0.0 0.0
Br 0.8278 -5.7437 5.1804 0.0 0.0 0.0
Br -5.7954 -4.1483 6.0718 0.0 0.0 0.0
Br -1.9414 8.6543 -0.0422 0.0 0.0 0.0
Br -3.1458 -6.5079 8.3043 0.0 0.0 0.0
Br 6.6334 -5.8013 6.0039 -0.1 0.1 0.0
Br -2.0387 -5.7301 3.8089 0.1 0.0 0.0
Br 4.4439 -7.7672 4.8241 0.0 0.0 0.0
Br 4.9530 8.9077 2.0582 0.0 0.0 0.0
Br 7.1898 -1.7761 3.5116 0.2 0.1 0.1
Br -4.8252 -2.2289 8.4208 0.0 0.0 0.0
Br -4.4033 8.0775 -1.9847 0.0 0.0 0.1
Br 8.2389 0.5159 5.4570 0.0 0.0 0.0
Br 2.9556 8.5419 -0.3907 -0.1 0.1 0.0
Br 0.9397 2.2522 -8.5861 0.0 0.0 0.1
Br 5.7378 -0.5553 -2.7522 0.0 0.0 0.0
Cl 3.9310 -2.6032 3.2770 -0.1 -0.1 -0.2
Cl 4.2220 2.9465 0.6488 -0.2 0.3 0.0
S 2.5399 -3.4226 2.0303 -1.4 -0.8 -0.6
S 3.5286 4.2234 -0.8165 0.0 0.4 -0.9
S -2.8173 -0.6783 -1.3575 0.0 0.4 -0.4
O -3.0308 -1.5474 -0.2544 0.0 0.1 0.6
O -3.7163 -0.7617 -2.4471 0.1 -0.2 -0.4
O 4.3433 5.3896 -0.8250 0.2 0.3 0.6
O 1.2571 -2.9560 2.4486 0.0 0.6 0.3
O 3.4729 3.4434 -2.0073 -0.2 -0.4 0.0
O -2.7527 0.8742 -1.0027 0.1 -0.6 -0.1
O -3.6770 -0.6391 3.6816 1.7 0.9 -0.4
O -2.2852 1.0543 3.0375 0.7 -0.9 0.0
O -1.2830 -0.8184 -1.7346 -0.4 0.0 -0.1
O 2.6992 -4.8409 1.9857 0.8 -0.1 0.1
C 1.0315 3.3784 -0.3129 -0.2 -0.4 0.7
C -2.3738 -1.4808 -6.0156 0.1 0.5 0.7
C -2.2244 -0.0417 -5.4683 0.4 -0.4 0.2
C -0.2075 -6.3058 3.6586 -0.1 0.0 -0.1
C -0.7570 0.4262 -5.4709 -1.2 0.1 0.2
C 0.9940 -1.2841 -0.5353 0.5 0.5 0.8
C -1.3038 -7.0606 8.2301 0.0 0.0 0.0
C 1.8627 4.6434 -0.2846 0.5 -0.9 0.3
C -6.2004 -3.4293 7.8097 0.0 0.0 0.0
C -0.4363 3.5789 0.0968 0.4 0.3 -0.7
C 6.6953 -0.3664 4.7270 0.0 0.0 0.0
C -3.7279 9.1668 -0.5466 0.0 0.0 0.0
C -0.5519 0.4377 -1.6254 0.7 0.3 -0.9
C -0.5145 1.0636 -3.0306 -0.7 0.0 0.5
C 0.8662 0.1105 -1.1709 0.0 -1.2 0.5
C -2.5853 -0.1012 3.6848 -1.9 -0.9 0.4
C -3.2778 -2.3470 -5.1600 -0.5 0.2 -0.8
C -1.4135 2.7801 -0.7644 0.2 0.2 0.6
C -3.9335 4.8771 2.8655 0.0 -0.1 0.0
C 4.7939 8.7018 0.1516 0.1 -0.1 0.0
C 2.9031 -2.7028 0.4317 0.8 1.1 0.7
C -2.5466 1.0442 1.6309 -0.4 1.1 -0.3
C 2.2714 -1.3143 0.3100 0.1 0.0 -0.9
C -1.2667 0.7888 0.8496 0.2 -0.2 -0.1
C 4.7560 -6.0608 5.6576 -0.1 -0.1 -0.2
C 1.6353 3.4442 -7.2450 0.1 0.1 -0.1
C -1.3781 1.2517 -0.6186 -1.1 0.2 0.6
C -3.6982 -3.6361 -5.8553 -0.1 0.2 0.6
C -2.1630 -4.6732 -0.6880 0.0 -0.1 0.0
C 5.5249 -0.8324 -4.6464 0.0 0.0 0.0
C -0.0424 0.1390 -4.1518 0.6 0.4 -0.5
H -0.6781 4.6293 -0.0637 -0.2 0.1 0.1
H 1.0040 0.3790 -4.3382 0.3 -0.3 0.1
H 4.4411 -5.3038 4.9525 0.0 0.0 0.0
H -4.4019 5.6739 3.4246 0.0 0.0 0.0
H -4.1865 -1.7643 -5.0083 -0.1 0.0 0.3
H -4.3572 -4.1863 -5.1873 0.0 -0.3 0.0
H 1.0306 -2.0418 -1.3099 -0.2 -0.2 -0.1
H -0.8631 -6.5800 7.3691 0.0 0.0 -0.1
H 1.4812 2.6996 0.4107 0.1 -0.1 0.0
H -1.3783 -1.9225 -6.0733 0.1 -0.2 -0.2
H -1.5173 1.4382 -3.2473 -0.1 0.0 -0.1
H -2.8622 0.6220 -6.0473 0.0 0.2 -0.1
H -1.3026 3.1114 -1.7918 0.0 -0.2 -0.2
H 0.1875 -1.4868 0.1605 -0.3 -0.3 -0.4
H 1.9844 5.0027 0.7329 -0.1 0.4 0.0
H -1.7514 -0.5115 4.2723 0.0 0.3 0.0
H -0.7612 1.5044 -5.6263 0.3 -0.2 -0.2
H -3.6774 10.1804 -0.9155 0.0 0.0 0.0
H 6.0843 -1.7194 -4.9046 0.0 0.0 0.0
H 1.5677 0.1075 -2.0008 -0.1 0.3 -0.3
H -3.3591 0.3678 1.3997 0.0 -0.3 0.0
H 3.9795 -2.5628 0.3969 0.2 -0.4 0.0
H 0.1223 1.9432 -2.9646 0.2 0.1 -0.2
H 2.6252 -3.3930 -0.3568 -0.3 -0.3 0.2
H -2.8656 -2.5134 -4.1707 0.1 0.2 -0.1
H -4.2836 -3.3868 -6.7353 0.1 -0.1 -0.3
H 5.2802 7.7734 -0.1136 0.0 0.0 0.0
H -6.2274 -4.2589 8.5005 0.0 0.0 0.0
H -0.1019 -0.9216 -3.9137 -0.1 -0.1 0.2
H 3.0048 -0.6742 -0.1770 0.3 0.0 -0.1
H 2.0890 -0.8535 1.2757 0.0 -0.1 0.2
H -2.4097 3.0823 -0.4553 -0.2 0.0 0.0
H 1.8527 4.3808 -7.7363 0.0 0.0 0.0
H -2.7785 -3.9977 -0.1096 0.0 0.1 0.0
H -2.8012 -1.3971 -7.0111 0.1 -0.3 -0.3
H 6.1710 -0.8266 5.5521 0.0 0.0 0.0
H -1.0661 -0.2790 0.8677 0.2 0.0 0.1
H -2.8949 2.0434 1.3788 -0.2 0.1 0.2
H -0.2762 -0.0955 -6.2932 0.4 0.3 -0.2
H -2.5857 0.0027 -4.4431 -0.2 -0.1 0.1
H -0.5661 3.3833 1.1552 -0.1 0.0 0.1
H 1.5360 5.4228 -0.9660 0.1 0.2 -0.1
H 1.2506 0.8244 -0.4511 -0.2 0.3 0.0
H -0.4821 1.3272 1.3719 0.3 -0.1 0.0
H -2.8585 -4.2723 -6.1221 0.1 -0.1 -0.1
H 0.2172 -5.8237 2.7887 0.0 0.0 0.0
H 1.1152 2.8708 -1.2660 0.0 0.2 -0.3
```
Forces are in eV/Å.

=====

Entry 3:
A structure of composition C31H47BrHgN2P2 at a distorted geometry, computed with ωB97M-V/def2-TZVPD.

Its charge is +2. The calculation puts the energy relative to the best compared isomer or geometry (same formula, charge and spin) at 516.55 kJ/mol. The calculation puts the largest force on an atom at 0.0417 Eh/bohr.

```
84
Properties=species:S:1:pos:R:3:forces:R:3
Hg -0.1733 0.0505 -1.3809 0.4 -1.1 0.9
Br 1.9943 4.5483 0.2585 -0.5 0.6 -0.2
P -0.5262 -2.3020 -0.6612 -0.2 -0.8 0.8
P 4.4296 -0.6441 -0.0203 1.9 -0.3 0.5
N -0.8575 0.8222 3.3304 -0.2 0.4 -1.8
N -6.3830 4.6606 -4.6917 -0.6 -0.1 -0.5
C -0.6143 3.4191 -0.0327 -0.3 -0.2 1.0
C -3.4322 2.5332 -2.4641 0.5 0.1 -0.3
C -5.0418 4.4020 -2.7556 0.4 -0.7 0.1
C -1.3067 -0.6920 5.1600 0.4 0.4 -0.3
C -6.0402 5.0514 -3.4691 0.8 -0.5 -0.2
C -0.9526 -1.2117 6.4066 0.3 0.3 -0.1
C -1.1834 1.9777 -1.9410 -0.2 -0.2 1.4
C -2.3407 1.7794 -2.8222 -1.4 0.2 0.2
C -0.0188 -3.6464 -1.7455 0.4 0.2 -1.0
C -4.7216 2.9182 -4.6395 -0.3 0.4 0.4
C 0.0943 2.2700 -2.5123 -0.4 0.5 -0.9
C -2.3443 -2.2435 -0.6129 0.3 -0.1 -0.8
C -5.7749 3.6350 -5.2643 1.3 -0.7 0.3
C -0.5067 0.3084 4.5455 0.3 -1.1 1.8
C -4.3783 3.2608 -3.3226 -1.3 0.5 0.1
C 5.2072 1.9470 -0.0425 -0.4 0.4 -0.1
C 3.9266 1.1055 -0.0185 -0.3 -0.2 -0.1
C -0.1677 -3.0804 0.9678 0.7 0.9 0.5
C 0.5668 3.7986 -0.6952 0.4 -0.4 -0.6
C 4.2979 -1.9139 2.4332 -0.3 -0.2 0.1
C 3.4283 -1.3948 1.2906 -0.4 0.2 -0.1
C 0.2122 -0.7594 7.0506 -0.2 0.1 -0.2
C -1.0193 -4.3187 1.2713 -0.3 -0.3 -0.2
C 1.0246 0.2044 6.4349 -0.4 -0.3 -0.1
C 5.0537 -2.2091 -2.1677 -0.2 0.0 -0.2
C 0.8291 3.3438 -1.9878 0.5 -0.1 -0.7
C 0.6733 0.7290 5.1907 -0.5 -0.2 -0.1
C 3.8633 -1.4354 -1.5585 -0.3 0.0 -0.2
C -2.8740 -1.4370 0.5700 -0.5 0.2 0.3
C -1.4033 2.4134 -0.5492 -0.2 0.3 -0.8
C -0.0521 -3.3523 -3.2423 -0.2 -0.2 -0.8
H 3.2790 1.2537 -0.8951 0.0 0.5 0.1
H 2.7771 -0.5788 1.6189 -0.3 -0.4 0.3
H -2.2053 -1.0398 4.6326 0.3 0.1 0.3
H 4.5984 -1.0885 3.0817 0.1 -0.1 0.0
H 1.5095 3.8800 -2.6781 0.3 -0.8 1.0
H 1.2878 1.4830 4.7009 0.0 -0.1 0.2
H -3.5712 2.7713 -1.3957 0.4 0.3 -0.8
H 3.0271 -2.1032 -1.2808 0.1 0.1 -0.5
H -0.3283 1.5851 2.9347 -0.2 -0.1 0.3
H 4.8746 -2.4768 -3.2195 0.1 0.0 0.3
H 0.9034 -3.3468 0.9970 -0.4 0.3 -0.1
H 2.8187 -2.1701 0.8062 0.0 -0.1 0.4
H 0.3440 1.7729 -3.4728 -0.3 1.1 0.3
H -2.5983 -3.3148 -0.5606 -0.4 0.5 -0.1
H -0.7457 -4.4365 -1.5023 0.4 0.1 -0.1
H -2.2590 1.2988 -3.8043 0.3 0.6 0.2
H -1.5916 -1.9659 6.8776 0.3 0.3 -0.2
H 3.5022 -0.6280 -2.2181 0.0 -0.4 -0.1
H -2.0595 -4.0616 1.5208 0.4 -0.1 0.0
H -0.5638 -4.8312 2.1304 -0.2 0.2 -0.2
H -1.0523 -5.0433 0.4422 0.1 0.2 0.4
H -0.3385 -2.3086 1.7321 0.2 -0.2 0.0
H 3.7299 -2.6310 3.0262 0.1 0.0 0.2
H 0.4546 -1.1365 8.0422 0.0 0.1 -0.3
H 4.9521 2.9798 0.2182 0.3 0.0 -0.1
H 0.4740 -2.4472 -3.5773 0.1 -0.1 0.5
H -2.6801 -1.8279 -1.5786 -0.1 -0.4 0.3
H 1.9302 0.5566 6.9287 -0.3 -0.1 -0.1
H -6.0720 3.3275 -6.2708 -0.1 0.3 0.3
H -2.1638 -0.7055 0.9941 -0.1 -0.3 -0.2
H 0.9982 -3.9865 -1.4797 -0.5 0.2 0.2
H -4.7610 4.8086 -1.7768 -0.1 -0.4 -0.3
H 5.9322 1.5476 0.6858 -0.3 0.3 -0.3
H -6.5597 5.9097 -3.0644 0.0 0.0 0.0
H 5.2024 -2.4080 2.0656 -0.2 0.1 0.0
H 5.2383 -3.1345 -1.5989 0.0 0.4 -0.2
H 0.4264 -4.1814 -3.7858 -0.3 0.2 0.2
H 3.3326 1.2790 0.8944 0.2 0.1 -0.3
H -2.2990 2.0269 -0.0319 0.5 0.6 -0.3
H 5.6575 1.9248 -1.0465 0.0 0.0 0.4
H -1.0780 -3.2558 -3.6149 0.1 -0.1 0.1
H -3.7668 -0.8766 0.2631 0.2 -0.2 0.2
H -1.7646 0.6407 2.9249 0.2 0.2 0.4
H 5.9619 -1.5877 -2.1018 -0.4 -0.3 -0.1
H -4.1713 2.1239 -5.1423 -0.4 0.1 -0.1
H -0.8964 3.9777 0.8853 0.4 -0.9 -0.4
H -3.1738 -2.1128 1.3807 0.1 0.3 -0.1
```
Forces are in eV/Å.